# 1
Formula: C4H5O4S
Source: OMol25
Level of theory: the ωB97M-V functional and the def2-TZVPD basis

Geometry as XYZ:
```
14
Properties=species:S:1:pos:R:3:mulliken_charge:R:1
C 3.89422 0.14944 0.07516 0.738
C -0.33130 0.46930 0.73203 -0.486
C 0.55004 0.59604 -0.41867 -0.554
C 0.40272 -1.93712 0.82025 -0.465
O 4.60482 -0.69336 -0.32091 -0.440
O 3.53255 1.13660 0.60217 -0.437
O -0.07185 -0.74092 1.48393 -0.242
O -0.45060 -2.50244 -0.11683 -0.272
S 1.62762 -0.88437 -0.35726 -0.279
H -0.10585 1.32752 1.36411 0.299
H -1.37627 0.50819 0.38386 0.232
H -0.06494 0.49420 -1.35267 0.215
H 0.95309 1.58292 -0.70004 0.420
H -0.87232 -1.78758 -0.65340 0.271
```

Calculated values
- HOMO energy: -0.10859 hartree
- DFT total energy: -854.52739 a.u.
- Total charge: -1
- Orbital gap: 6.553 eV
- Energy relative to the best compared isomer or geometry (same formula, charge and spin): 337.04 kJ/mol



# 2
Formula: C2H4O2S2
Source: OMol25
Level of theory: the ωB97M-V functional and the def2-TZVPD basis

Geometry as XYZ:
```
10
Properties=species:S:1:pos:R:3:mulliken_charge:R:1
O -2.56088 1.44550 -0.53222 -0.435
S -2.28640 0.59599 0.61024 0.875
O -2.72861 -0.79711 0.58231 -0.424
S -1.94813 1.55994 2.31679 -0.190
C -0.18394 0.13567 -0.54798 -0.661
C 0.28909 -0.24874 0.62160 -0.472
H -0.71378 -0.49247 -1.18660 0.437
H -0.08499 1.14070 -0.74272 0.333
H 0.70866 0.48054 1.29189 0.307
H 0.45449 -1.28135 1.00701 0.230
```

Calculated values
- HOMO energy: -0.36456 hartree
- DFT total energy: -1025.35480 a.u.
- Orbital gap: 8.476 eV
- Energy relative to the best compared isomer or geometry (same formula, charge and spin): 290.51 kJ/mol



# 3
Formula: C31H44BrIrN3P2
Source: OMol25
Level of theory: the ωB97M-V functional and the def2-TZVPD basis

Geometry as XYZ:
```
82
Properties=species:S:1:pos:R:3:mulliken_charge:R:1
N 1.76619 6.23956 2.87886 -0.403
C 2.42745 5.18710 3.37070 -0.433
C 3.10873 4.28622 2.55334 -0.220
C 3.09721 4.48579 1.14799 0.570
C 2.41272 5.61916 0.65402 -0.284
C 1.75859 6.46080 1.56615 -0.273
C 3.66365 3.50745 0.24347 -0.508
Ir 0.21222 -1.15458 -0.95561 1.649
P -1.38080 -3.24151 -0.46480 0.221
C 3.46844 3.47484 -1.11838 -0.380
C 3.24681 2.19893 -1.75564 0.303
C 2.30182 2.01496 -2.80604 -0.814
C 1.50826 0.86656 -2.75255 -0.795
C 1.70509 0.01256 -1.64031 0.040
C 3.01542 -0.12568 -1.13904 -0.232
C 3.77818 1.03342 -1.13213 -0.703
Br 0.55149 -2.83686 -2.66374 -0.146
H 4.19766 2.68447 0.73226 0.361
H 3.34303 4.39099 -1.70173 0.658
H 3.60380 3.41995 2.99712 0.626
H 2.37030 5.83105 -0.41521 0.412
H 2.41434 5.04615 4.45301 0.453
H 1.20742 7.33315 1.20193 0.441
H 2.14286 2.80671 -3.54977 0.478
H 4.72794 1.10218 -0.59377 0.812
H 0.72350 0.63689 -3.46780 0.768
H 3.36127 -1.07667 -0.74329 0.754
P -1.33935 0.54273 -0.69064 0.779
C -0.18804 -4.57293 0.02133 -0.356
C -0.02814 -5.79363 -0.87320 -1.551
H -0.50819 -4.89130 1.02300 0.683
H 0.78146 -4.06908 0.14474 0.185
H 0.82078 -6.37996 -0.49473 0.449
H -0.90530 -6.45548 -0.84155 0.405
H 0.20212 -5.52971 -1.91300 0.355
C -2.45396 -3.45616 -1.97127 -0.335
C -2.79540 -4.85689 -2.45093 -1.361
H -1.94719 -2.91606 -2.78671 0.379
H -3.37461 -2.90037 -1.73137 0.343
H -3.04839 -4.79851 -3.51790 0.421
H -1.96489 -5.56380 -2.35129 0.197
H -3.67941 -5.26241 -1.94180 0.377
C -2.64199 -3.41811 0.86699 -0.674
C -3.14143 -4.83991 1.15103 -1.113
H -3.48737 -2.78048 0.57776 0.300
H -2.17915 -2.98403 1.76667 0.425
H -3.99010 -4.78175 1.84465 0.404
H -3.49570 -5.35943 0.25008 0.198
H -2.37994 -5.46470 1.63170 0.390
C -2.67513 0.91927 0.57448 -1.320
C -3.60355 -0.17905 1.06008 -1.184
H -3.28438 1.70946 0.10596 0.706
H -2.19361 1.39246 1.43847 0.608
H -4.39176 0.26599 1.68567 0.469
H -4.10364 -0.70236 0.23762 0.308
H -3.08680 -0.91543 1.68390 0.220
C -2.39540 0.31646 -2.18678 -0.380
C -2.17128 1.30812 -3.32079 -1.255
H -3.43808 0.36182 -1.83485 0.627
H -2.21750 -0.71565 -2.53169 -0.150
H -2.92715 1.12638 -4.09610 0.440
H -2.27695 2.34912 -2.99822 0.407
H -1.18648 1.18534 -3.78101 0.271
C -0.58139 2.24750 -0.75117 0.869
C -0.46561 3.07892 0.52276 -1.476
H -1.12096 2.81292 -1.52187 0.772
H 0.43162 2.09988 -1.14153 -1.277
H -0.03384 4.05609 0.26325 0.364
H -1.43305 3.25151 1.00918 0.453
H 0.21742 2.61965 1.24841 0.263
N 3.27138 1.54238 5.17590 -0.373
C 2.74650 0.95441 4.30759 -0.329
C 2.07465 0.22233 3.26087 0.542
C 0.72263 0.47207 2.99995 -0.911
C 0.09727 -0.23173 1.97545 -0.206
N 0.83220 -0.91323 1.06742 0.261
C 2.04522 -1.36096 1.45410 -0.552
C 2.72736 -0.75192 2.50285 -0.661
H 0.15776 1.21375 3.56328 0.641
H -0.99441 -0.24309 1.87331 0.336
H 2.49253 -2.16595 0.86642 0.667
H 3.77504 -0.99808 2.67448 0.595
```

Calculated values
- HOMO energy (alpha / beta): -0.70273 / -0.74297 hartree
- DFT total energy: -4731.19289 a.u.
- Spin multiplicity: 6
- Total charge: +4
- Orbital gap (alpha / beta): 6.685 / 4.753 eV
- Energy relative to the best compared isomer or geometry (same formula, charge and spin): 116.75 kJ/mol



# 4
Formula: C19H15O4S
Source: OMol25
Level of theory: the ωB97M-V functional and the def2-TZVPD basis

Geometry as XYZ:
```
39
Properties=species:S:1:pos:R:3:mulliken_charge:R:1
C -2.50871 -1.63951 -2.68792 -0.421
C -2.24562 -0.99308 -3.82491 -0.433
C -0.92889 -0.42964 -4.08347 0.356
O -0.69693 0.18231 -5.10710 -0.602
C 0.09467 -0.61725 -3.06438 -0.425
C -0.17204 -1.24403 -1.91848 0.191
C -1.49138 -1.80392 -1.65703 0.411
O -1.73394 -2.38612 -0.61791 -0.554
H -3.48310 -2.05537 -2.49957 0.425
H -2.99876 -0.86094 -4.58247 0.406
H 1.07682 -0.22683 -3.26813 0.435
H 0.57832 -1.32365 -1.14807 0.151
C -0.49067 -3.17838 3.99682 -0.336
C -0.20049 -1.95623 4.56820 -0.597
C 0.42696 -0.97717 3.82548 -0.260
C 0.74619 -1.22019 2.51197 -0.245
S 1.55880 0.02901 1.52595 1.228
C 0.18135 0.99015 0.91226 -0.887
C 0.45396 2.06558 0.11152 1.272
C -0.58459 2.80842 -0.52346 -0.707
C -0.28458 3.91014 -1.27986 -0.476
C 1.03240 4.31839 -1.43465 -0.445
C 2.06990 3.60201 -0.85853 -0.775
C 1.79883 2.49025 -0.11345 -0.693
O 2.39274 0.94696 2.39089 -0.686
O 2.06558 -0.66105 0.27505 -0.662
C 0.46405 -2.43630 1.93993 0.024
C -0.16093 -3.41748 2.67937 -0.728
H -0.99711 -3.93585 4.56969 0.374
H -0.46718 -1.75741 5.59137 0.367
H 0.69627 -0.02790 4.25882 0.431
H -0.82004 0.70642 1.15826 0.402
H -1.60557 2.48063 -0.42190 0.345
H -1.07410 4.47972 -1.74557 0.354
H 1.25930 5.19811 -2.01201 0.340
H 3.08498 3.94762 -0.97660 0.353
H 2.60177 1.96193 0.37393 0.343
H 0.75552 -2.60755 0.91690 0.342
H -0.39378 -4.36180 2.21906 0.383
```

Calculated values
- HOMO energy: -0.08896 hartree
- DFT total energy: -1432.12038 a.u.
- Total charge: -1
- Orbital gap: 3.548 eV
- Energy relative to the best compared isomer or geometry (same formula, charge and spin): 98.52 kJ/mol



Please write out number 2 again, unchanged.
Formula: C2H4O2S2
Source: OMol25
Level of theory: the ωB97M-V functional and the def2-TZVPD basis

Geometry as XYZ:
```
10
Properties=species:S:1:pos:R:3:mulliken_charge:R:1
O -2.56088 1.44550 -0.53222 -0.435
S -2.28640 0.59599 0.61024 0.875
O -2.72861 -0.79711 0.58231 -0.424
S -1.94813 1.55994 2.31679 -0.190
C -0.18394 0.13567 -0.54798 -0.661
C 0.28909 -0.24874 0.62160 -0.472
H -0.71378 -0.49247 -1.18660 0.437
H -0.08499 1.14070 -0.74272 0.333
H 0.70866 0.48054 1.29189 0.307
H 0.45449 -1.28135 1.00701 0.230
```

Calculated values
- HOMO energy: -0.36456 hartree
- DFT total energy: -1025.35480 a.u.
- Orbital gap: 8.476 eV
- Energy relative to the best compared isomer or geometry (same formula, charge and spin): 290.51 kJ/mol



- Look up the DFT total energy of the third one.
  -4731.19289 a.u.